1.
ORCA calculation (wB97M-V/def2-TZVPD) on C2HF2OTl as an isolated structure.

Results
Gap between HOMO and LUMO (spin up / spin down), eV: 9.33 / 11.41
Expectation value of S²: 0.752
Multiplicity: 2
LUMO (spin up / spin down), eV: -4.8991 / -5.1860
Net charge: +1

XYZ file:
```
7
C2HF2OTl, DFT wB97M-V/def2-TZVPD
F -0.25202 1.58110 0.91386
C -0.60843 -0.61200 -0.25481
C -0.66185 0.81811 -0.08219
O 0.33590 0.29698 -0.86318
H -1.15523 -1.29575 -0.90163
F -0.15261 -1.11374 0.94396
Tl 2.49425 0.32529 0.24399
```

Taken from the Mulliken analysis, the atomic charges in e are: F -0.1656; C 0.2390; C 0.2607; O -0.3677; H 0.3974; F -0.2174; Tl 0.8536

2.
ORCA calculation (wB97M-V/def2-TZVPD) on C5H20N10O5 as an isolated structure.

Results
Gap between HOMO and LUMO, eV: 9.42
LUMO, eV: 0.5443
Net charge: 0

XYZ file:
```
40
C5H20N10O5, DFT wB97M-V/def2-TZVPD
C 2.94440 -11.04070 -12.76887
O 2.72521 -11.65998 -13.79726
N 3.22954 -9.76360 -12.73785
N 2.77259 -11.52186 -11.56723
H 3.26357 -9.32750 -11.82748
H 3.37711 -9.23537 -13.58597
H 2.69421 -12.52800 -11.52662
H 2.68798 -10.90753 -10.77002
C 4.96021 -8.40806 -11.54342
O 3.82441 -8.43201 -11.16160
N 5.24191 -8.18646 -12.75359
N 5.94840 -8.59542 -10.76089
H 6.21190 -8.45753 -12.82935
H 4.49325 -8.50234 -13.35344
H 5.76582 -8.58644 -9.76758
H 6.90029 -8.64183 -11.09536
C 1.96204 -6.46556 -13.52287
O 2.30991 -5.69864 -14.38756
N 1.80435 -7.80606 -13.61998
N 1.58125 -6.04026 -12.36259
H 1.57066 -8.31031 -12.77663
H 1.92592 -8.36677 -14.45120
H 1.40243 -6.86059 -11.80119
H 1.77852 -5.09333 -12.07187
C 4.70811 -7.60616 -15.68493
O 5.73423 -8.25480 -15.60650
N 4.65253 -6.46733 -16.36334
N 3.52845 -7.91047 -15.20803
H 3.82727 -5.88520 -16.35077
H 5.55476 -6.11841 -16.65377
H 2.78322 -7.22970 -15.17222
H 3.37812 -8.88382 -14.98423
C 2.80323 -13.56271 -9.18806
O 3.24611 -12.40775 -9.00080
N 3.16538 -14.69013 -8.59949
N 1.90103 -13.63312 -10.10875
H 2.97857 -15.60407 -8.98668
H 3.57681 -14.46159 -7.70585
H 1.44478 -14.52011 -10.26745
H 1.63853 -12.81303 -10.63663
```

Taken from the Mulliken analysis, the atomic charges in e are: C 0.1265; O -0.7916; N -0.3619; N -0.3755; H 0.4443; H -0.7362; H 0.3086; H 0.2652; C 0.7735; O -0.7399; N -0.1366; N -0.3968; H 0.1446; H 0.5851; H 0.2649; H 0.1586; C 0.5261; O -0.7128; N -0.2963; N -0.3828; H 0.1494; H 0.4913; H 0.1926; H 0.2436; C 0.6244; O -0.7060; N -0.4196; N -0.5139; H 0.2096; H 0.2574; H 0.1969; H 0.5242; C 0.6696; O -0.6703; N -0.4261; N -0.4142; H 0.1902; H 0.2644; H 0.1215; H 0.3477

3.
ORCA calculation (wB97M-V/def2-TZVPD) on a 4-piece molecular cluster, C5H13N3O2 overall.

Results
Gap between HOMO and LUMO, eV: 9.35
LUMO, eV: 0.5255
Net charge: 0

XYZ file:
```
23
C5H13N3O2, DFT wB97M-V/def2-TZVPD
C 3.28498 0.86164 2.45844
C 1.36743 -1.45182 -0.93886
C -0.62668 -2.15752 0.25123
C -0.96599 -1.19082 -1.93677
C -1.19042 2.00757 1.65389
N -0.73484 1.05606 1.15637
N 1.51918 2.89995 2.74511
N -0.09329 -1.28303 -0.76119
O 3.63772 0.71563 3.54891
O 2.99878 0.86329 1.32748
H 1.50723 -1.03557 -1.82923
H 1.89707 -0.97851 -0.08301
H 1.70259 -2.44696 -1.13752
H -1.55937 -1.83331 0.53446
H -0.68426 -3.28808 -0.03551
H -0.11401 -2.20575 1.19211
H -1.79374 -0.61929 -1.65055
H -0.40221 -0.72070 -2.64154
H -1.33319 -2.24855 -2.15036
H 1.25137 1.94523 3.13941
H -0.33159 0.20254 0.86248
H 2.23802 3.31043 3.32122
H 0.70225 3.47945 2.73072
```

Taken from the Mulliken analysis, the atomic charges in e are: C 0.7643; C -0.8655; C -1.2771; C -1.0338; C -0.2561; N 0.0090; N -0.6345; N 0.1126; O -0.3933; O -0.3907; H 0.4008; H 0.1289; H 0.3598; H 0.5020; H 0.3106; H 0.4041; H 0.2962; H 0.3824; H 0.2948; H 0.2160; H 0.2527; H 0.2004; H 0.2165

Computed calculated total energy (eV) in order:
-14255.570; -30646.831; -13959.123